Here is C27H21BrIN5O3SW as an isolated structure from the Open Molecules 2025 dataset. Energies are from the ωB97M-V functional and the def2-TZVPD basis.

Structure (XYZ):
```
60
Properties=species:S:1:pos:R:3:lowdin_charge:R:1
W -0.25368 1.07122 0.03197 1.37
N -1.77705 4.05965 2.69058 0.23
C -1.11230 3.07599 2.16064 -0.68
S -0.16372 3.31842 0.68947 0.83
N -1.12119 1.85777 2.76431 0.07
N -0.57633 0.93025 2.04037 -0.21
C -0.14483 -0.17986 2.82405 0.09
C 0.88540 -1.00185 2.51183 -0.11
C 1.29971 -2.00444 3.47487 0.07
C 2.45510 -2.69424 3.27767 0.02
C 3.23253 -2.43362 2.12699 0.10
C 2.86136 -1.49699 1.14701 0.02
C 1.69954 -0.80873 1.32645 -0.26
O 1.28300 0.12092 0.45392 -0.24
H -1.66663 5.01477 2.36567 0.16
H -2.35250 3.90986 3.51546 0.17
H -0.67275 -0.27570 3.76889 0.17
H 0.69117 -2.16831 4.35636 0.15
H 2.79246 -3.42718 3.99851 0.15
H 4.15755 -2.98363 1.98834 0.16
H 3.47989 -1.32110 0.27813 0.14
O 5.58103 1.69356 -4.07423 0.18
C 4.44451 1.16911 -4.52225 -0.46
O 4.39454 0.50331 -5.50838 0.19
C 3.16038 1.37206 -3.71967 -0.05
C 2.08676 0.55936 -4.11282 0.06
C 0.85200 0.69186 -3.52060 0.01
C 0.68350 1.67009 -2.53166 -0.30
C 1.74304 2.49183 -2.12534 -0.01
C 2.98343 2.33165 -2.72887 0.04
N -0.58245 1.81002 -1.88447 -0.17
C -1.73090 2.12543 -2.35855 0.03
C -2.81775 1.97138 -1.40760 -0.24
C -4.13127 2.27339 -1.69913 0.08
C -5.11230 2.02495 -0.73780 0.06
C -4.72579 1.46780 0.46878 0.04
C -3.38270 1.18866 0.70039 -0.10
N -2.42691 1.44209 -0.20239 -0.13
H 5.53567 2.11060 -3.20563 0.12
H 2.25435 -0.15013 -4.91398 0.15
H 0.01807 0.07194 -3.82797 0.12
H 1.58049 3.31158 -1.43419 0.09
H 3.78117 3.01011 -2.45421 0.14
H -1.86779 2.50181 -3.36959 0.19
H -4.38631 2.68972 -2.66621 0.16
H -6.15245 2.24960 -0.93950 0.15
H -5.45357 1.23627 1.23551 0.15
H -3.07994 0.73348 1.63269 0.11
Br 1.52821 -3.52067 -1.25010 0.86
C 0.25797 -3.75204 0.12112 -0.72
C 0.37790 -4.84389 0.97650 -0.08
C -0.56713 -5.06307 1.96768 -0.01
C -1.64363 -4.19760 2.13198 -0.03
C -1.78770 -3.10564 1.28959 -0.15
C -0.83238 -2.89907 0.29859 -0.67
I -1.24651 -1.39534 -1.10693 1.31
H 1.19624 -5.53830 0.83324 0.13
H -0.47566 -5.93556 2.60208 0.14
H -2.39436 -4.39586 2.88576 0.13
H -2.65848 -2.46768 1.36666 0.10
```

Its total charge is +4. Its energy is -132694.7419 eV. For the gap between HOMO and LUMO (spin up / spin down), the calculation gives 4.02 / 4.02 eV. Its HOMO energy (spin up / spin down) is -19.421 / -19.421 eV.


Here is C27H21ClMgN6OS as an isolated structure from the Open Molecules 2025 dataset. Energies are from the ωB97M-V functional and the def2-TZVPD basis.

Structure (XYZ):
```
58
Properties=species:S:1:pos:R:3:lowdin_charge:R:1
Mg -0.00539 -0.02407 -0.74843 0.55
C -3.45453 4.66011 0.88903 -0.17
C -2.21184 4.91301 1.45823 -0.14
C -1.24652 3.91993 1.52053 -0.06
C -1.48786 2.62200 1.02260 -0.30
C -2.74357 2.38696 0.42866 -0.03
C -3.69699 3.38933 0.36968 -0.12
N -0.52337 1.63511 1.01757 0.04
C 0.25744 1.45566 2.10148 -0.27
C -0.02475 1.85386 3.43425 -0.06
C 0.85540 1.59531 4.47378 -0.15
C 2.06433 0.94108 4.25506 -0.16
C 2.36808 0.52938 2.95806 -0.09
C 1.48817 0.75301 1.91349 -0.27
N 1.72854 0.31432 0.60066 -0.06
N 2.94914 0.59080 0.18958 0.03
C 3.11819 0.33105 -1.12455 -0.36
C 4.41381 0.48141 -1.68452 -0.06
C 4.61623 0.18157 -3.00144 -0.13
C 3.52929 -0.25810 -3.77922 -0.11
C 2.29380 -0.34040 -3.16968 -0.17
N 2.05903 -0.04983 -1.88710 0.06
H -4.20896 5.43805 0.83617 0.07
H -1.98500 5.90137 1.84835 0.08
H -0.27560 4.13626 1.95157 0.10
H -2.89990 1.40005 -0.00439 0.05
H -4.65374 3.17461 -0.09738 0.08
H -0.95349 2.37187 3.63751 0.09
H 0.58824 1.91151 5.47834 0.08
H 2.74853 0.74563 5.07304 0.07
H 3.30047 0.02270 2.73381 0.09
H 5.20981 0.82016 -1.03432 0.09
H 5.60358 0.28260 -3.44072 0.08
H 3.63827 -0.50345 -4.82724 0.08
H 1.42590 -0.63479 -3.74544 0.08
S -1.02517 0.95698 -2.98960 0.58
C -1.03269 -0.72931 -3.33434 -0.81
C -1.58954 -1.28477 -4.51023 -0.12
C -1.49968 -2.63722 -4.73706 -0.12
C -0.85449 -3.45737 -3.80761 -0.12
C -0.33734 -2.84958 -2.67895 -0.17
N -0.42886 -1.54732 -2.43324 -0.05
H -2.07398 -0.62033 -5.21238 0.08
H -1.92530 -3.06567 -5.63915 0.09
H -0.75846 -4.52489 -3.95690 0.08
H 0.17461 -3.43166 -1.91724 0.11
Cl 0.78693 -3.63505 4.33656 0.62
C -0.17333 -3.22354 2.94200 -0.65
C -1.37138 -3.87190 2.70945 -0.12
C -2.09610 -3.51011 1.58730 -0.06
C -1.59934 -2.52119 0.74739 -0.13
N -0.43764 -1.90624 0.98493 0.08
C 0.26561 -2.24809 2.06116 -0.13
H -1.72169 -4.63330 3.39526 0.09
H -3.04499 -3.98141 1.36709 0.10
H -2.13297 -2.14112 -0.12898 0.06
H 1.19437 -1.71614 2.22781 0.09
O -2.20333 -0.36885 -0.66026 -0.49
```

Its total charge is -2. Its energy is -68131.2125 eV. For the gap between HOMO and LUMO (spin up / spin down), the calculation gives 4.82 / 4.51 eV. The energy relative to the best compared isomer or geometry (same formula, charge and spin) comes out at 32.5 kcal/mol. Its HOMO energy (spin up / spin down) is -0.498 / -0.181 eV.


Here is C27H21F12N3O3PReS2 as an isolated structure from the Open Molecules 2025 dataset. Energies are from the ωB97M-V functional and the def2-TZVPD basis.

Structure (XYZ):
```
70
Properties=species:S:1:pos:R:3:lowdin_charge:R:1
Re 0.33990 -0.01606 -1.23218 1.17
C -3.11577 -5.29834 0.58883 -0.05
C -2.58810 -3.89067 0.52045 -0.26
C -3.37508 -2.84864 0.05204 -0.03
C -2.86222 -1.56870 -0.03417 -0.03
C -1.55409 -1.28924 0.34899 -0.27
N -1.02042 0.01190 0.13718 -0.16
C -1.46469 1.11470 0.87001 -0.18
C -2.63069 0.98953 1.64008 -0.01
C -3.17417 2.03775 2.35229 -0.04
C -2.56651 3.28147 2.35069 -0.27
C -3.13554 4.45436 3.10234 -0.06
C -1.38218 3.40071 1.64279 0.00
C -0.79985 2.36825 0.90592 -0.04
C 0.62197 2.62263 0.35984 -0.33
O 1.22719 1.58019 -0.27136 -0.28
C 1.55525 2.95494 1.58212 -0.54
F 1.35097 2.10903 2.59142 0.17
F 1.38986 4.20325 2.07220 0.14
F 2.85567 2.86036 1.25189 0.13
C 0.67959 3.85853 -0.60422 -0.54
F 1.96713 4.19624 -0.85346 0.13
F 0.12395 3.57026 -1.77770 0.09
F 0.08961 4.98513 -0.16410 0.14
C -0.72453 -2.34101 0.76888 -0.08
C -1.27235 -3.61543 0.86891 0.02
C 0.76878 -2.07584 1.02467 -0.34
O 1.33850 -1.14029 0.21445 -0.28
C 0.91283 -1.61823 2.50532 -0.54
F 0.39086 -2.51124 3.37265 0.14
F 0.27416 -0.46587 2.70509 0.18
F 2.19439 -1.43523 2.86127 0.16
C 1.63099 -3.35870 0.81999 -0.54
F 2.94290 -3.06684 0.84336 0.13
F 1.38071 -3.91219 -0.37173 0.15
F 1.45760 -4.32120 1.75315 0.13
H -4.20556 -5.31003 0.61254 0.07
H -2.75004 -5.81378 1.47815 0.08
H -2.79662 -5.87539 -0.28204 0.08
H -4.39263 -3.04099 -0.26868 0.11
H -3.46449 -0.76163 -0.43313 0.13
H -3.12378 0.03151 1.68757 0.10
H -4.08327 1.87474 2.92094 0.11
H -4.00936 4.15840 3.68362 0.07
H -3.44224 5.25073 2.42057 0.08
H -2.40160 4.87860 3.79064 0.08
H -0.87248 4.34952 1.69750 0.11
H -0.66126 -4.43990 1.20582 0.12
S -0.89866 1.21280 -2.75553 0.69
C -1.82014 0.02629 -3.64790 -0.70
C -2.84151 0.51519 -4.51213 -0.29
N -3.67359 0.91485 -5.20060 0.15
C -1.55403 -1.30035 -3.53943 -0.70
S -0.25370 -1.85255 -2.52897 0.70
C -2.27658 -2.27025 -4.29135 -0.28
N -2.86868 -3.05691 -4.88835 0.15
C 4.11179 1.93796 -2.00228 -0.15
P 3.65370 0.23056 -1.68281 0.62
C 3.98941 -0.07073 0.04563 -0.15
C 4.79208 -0.79024 -2.63725 -0.16
O 2.25561 -0.08703 -2.14345 -0.50
H 5.17443 2.08553 -1.80508 0.06
H 3.51981 2.57584 -1.34856 0.03
H 3.89135 2.18927 -3.04000 0.07
H 5.01450 0.23394 0.26864 0.07
H 3.84193 -1.12279 0.27828 0.04
H 3.27919 0.50843 0.63197 0.04
H 5.82831 -0.56115 -2.38646 0.05
H 4.62362 -0.60612 -3.69828 0.06
H 4.58790 -1.83981 -2.42747 0.06
```

Its total charge is -1. Its energy is -104659.8784 eV. Its spin multiplicity is 2. Its expectation value of S² is 0.76. For the gap between HOMO and LUMO (spin up / spin down), the calculation gives 7.00 / 6.86 eV. Its HOMO energy (spin up / spin down) is -4.888 / -4.766 eV.